{"formula": "C32H79Cl8N5O11", "method": "ωB97M-V with the def2-TZVPD basis set", "orbital_gap_ev": 9.304, "smiles": "COC[C@H](C)N.COC[C@H](C)N.COC[C@H](C)N.COC[C@H](C)N.COC[C@H](C)N.CCOC(=O)OC.CCOC(=O)OC.ClCCl.ClCCl.ClCCl.ClCCl", "charge": 0, "multiplicity": 1, "homo_energy_ev": -9.0, "elements": ["C", "O", "C", "C", "C", "N", "H", "H", "H", "H", "H", "H", "H", "H", "H", "H", "H", "C", "O", "C", "C", "C", "N", "H", "H", "H", "H", "H", "H", "H", "H", "H", "H", "H", "C", "O", "C", "C", "C", "N", "H", "H", "H", "H", "H", "H", "H", "H", "H", "H", "H", "C", "O", "C", "C", "C", "N", "H", "H", "H", "H", "H", "H", "H", "H", "H", "H", "H", "C", "O", "C", "C", "C", "N", "H", "H", "H", "H", "H", "H", "H", "H", "H", "H", "H", "C", "C", "O", "C", "O", "O", "C", "H", "H", "H", "H", "H", "H", "H", "H", "C", "C", "O", "C", "O", "O", "C", "H", "H", "H", "H", "H", "H", "H", "H", "Cl", "C", "Cl", "H", "H", "Cl", "C", "Cl", "H", "H", "Cl", "C", "Cl", "H", "H", "Cl", "C", "Cl", "H", "H"], "positions_angstrom": [[-5.06581, 0.92860, 3.03627], [-3.72265, 1.30767, 3.12070], [-3.42131, 2.59954, 2.63143], [-1.91155, 2.77087, 2.62955], [-1.19289, 2.45717, 3.94439], [-1.49764, 4.09206, 2.16299], [-5.76796, 1.68696, 3.41709], [-5.26238, 0.08578, 3.69500], [-5.37256, 0.80785, 1.99132], [-3.82670, 2.66452, 1.61718], [-3.77897, 3.39220, 3.30294], [-1.58268, 2.02881, 1.89164], [-1.77865, 2.91016, 4.75562], [-0.19079, 2.87188, 3.99539], [-1.23987, 1.40551, 4.21983], [-2.13138, 4.39502, 1.42151], [-1.59224, 4.88492, 2.79216], [7.17681, 0.71621, 0.89064], [6.06066, 1.00568, 0.08753], [5.32530, 2.11903, 0.57702], [4.02239, 2.17217, -0.20737], [4.28208, 2.24840, -1.70171], [3.17550, 3.29807, 0.20706], [7.74435, -0.11959, 0.47747], [6.98229, 0.50041, 1.94306], [7.90608, 1.53267, 0.80274], [5.23531, 2.10213, 1.66811], [5.90750, 3.04219, 0.42704], [3.44975, 1.27968, 0.05545], [4.93794, 1.45216, -2.07876], [4.85242, 3.13896, -1.97778], [3.39158, 2.07337, -2.30388], [3.62442, 4.14338, -0.13241], [2.23090, 3.23140, -0.18734], [1.22928, -4.82724, 3.42287], [2.64239, -4.71027, 3.39332], [3.07794, -3.66546, 2.56812], [4.62163, -3.58912, 2.71053], [5.14179, -2.45571, 1.80378], [5.20751, -4.84734, 2.18425], [0.83988, -5.67317, 3.97749], [0.79267, -4.88961, 2.41502], [0.87121, -3.84852, 3.76247], [2.83319, -3.81980, 1.50836], [2.64657, -2.69504, 2.85671], [4.87634, -3.41333, 3.75475], [4.52666, -1.55366, 1.84917], [5.28203, -2.67433, 0.74489], [6.12991, -2.19531, 2.19054], [4.43713, -5.49881, 2.33866], [5.27251, -4.77230, 1.17629], [-2.03125, -2.80791, 1.77984], [-1.06415, -2.29069, 0.91413], [-0.41560, -1.15649, 1.47812], [0.43699, -0.43853, 0.44707], [1.60193, -1.27223, -0.13075], [1.02826, 0.72529, 1.10031], [-2.89045, -2.14956, 1.97268], [-1.60448, -3.06676, 2.75674], [-2.49216, -3.73074, 1.42928], [-1.15575, -0.43876, 1.84605], [0.26383, -1.45321, 2.28549], [-0.22987, -0.20667, -0.39993], [1.23904, -2.27263, -0.36732], [2.35470, -1.39018, 0.65235], [2.04062, -0.74319, -0.97524], [1.42858, 1.28275, 0.35485], [0.30663, 1.35437, 1.43727], [0.91478, 4.37849, -4.72967], [0.21960, 4.56797, -3.51046], [0.82297, 3.86250, -2.43432], [-0.01001, 4.18059, -1.19347], [0.34372, 5.49781, -0.53461], [0.13239, 3.11406, -0.16887], [1.85970, 4.92961, -4.70677], [0.25757, 4.64695, -5.55296], [1.16450, 3.31569, -4.83717], [0.73882, 2.79442, -2.66629], [1.85950, 4.17351, -2.28928], [-1.06066, 4.25196, -1.49413], [-0.27980, 5.81106, 0.30031], [0.18160, 6.28201, -1.28412], [1.39252, 5.54007, -0.23550], [-0.19143, 3.49116, 0.72271], [-0.57825, 2.43392, -0.43718], [-5.36746, -2.19951, -0.64363], [-4.32760, -1.08946, -0.67961], [-4.59711, -0.26575, -1.79602], [-3.82981, 0.79425, -2.03164], [-3.08993, 1.34456, -1.25403], [-4.07446, 1.16806, -3.26964], [-3.57752, 2.44045, -3.64217], [-6.36962, -1.78500, -0.76034], [-5.24050, -2.87138, 0.20107], [-5.32342, -2.88800, -1.49378], [-3.30774, -1.47756, -0.66355], [-4.41895, -0.53429, 0.26065], [-2.49305, 2.48312, -3.71577], [-3.87102, 3.18446, -2.89888], [-3.96943, 2.76689, -4.60225], [-1.02932, -0.49515, -3.97231], [-0.04094, -0.86160, -5.09197], [0.08612, 0.19921, -6.02651], [-0.95749, 0.35477, -6.85508], [-1.81049, -0.45187, -7.09456], [-0.86920, 1.55011, -7.40867], [-1.86613, 1.91618, -8.37240], [-0.77046, -0.95932, -3.02050], [-2.03096, -0.77674, -4.29097], [-0.96926, 0.57263, -3.74502], [-0.47994, -1.72047, -5.60305], [0.89845, -1.19916, -4.66220], [-1.50517, 1.59218, -9.34380], [-2.06756, 2.98080, -8.30214], [-2.80798, 1.42410, -8.13173], [-4.79000, -4.96238, 1.84084], [-4.08048, -6.32522, 0.98451], [-2.31100, -6.44197, 1.17932], [-4.53420, -7.24981, 1.32534], [-4.25175, -6.24864, -0.08484], [1.68957, 0.58541, 4.75622], [2.87230, 0.63389, 3.46462], [4.54317, 0.50973, 4.01753], [2.65066, -0.16268, 2.75812], [2.74446, 1.51988, 2.84735], [-2.81322, -3.88089, -1.79206], [-1.05596, -3.62812, -1.82468], [-0.26449, -3.78972, -3.42132], [-0.87371, -2.59062, -1.57010], [-0.50524, -4.19623, -1.08278], [-3.76845, -5.48547, 7.03576], [-2.56704, -4.33178, 6.53240], [-1.73837, -4.88658, 5.04308], [-3.07276, -3.40494, 6.28466], [-1.77791, -4.17387, 7.25840]], "forces_ev_per_a": [[-0.9, 0.9, 0.1], [0.4, -0.1, 0.5], [0.2, -0.3, 0.8], [0.8, -0.5, -0.1], [-1.5, 0.3, 0.7], [-0.7, 0.7, -0.9], [0.3, 0.3, 0.1], [0.3, -0.4, -0.5], [0.0, -0.6, 0.0], [0.0, 0.5, -0.1], [-0.7, -0.1, -0.1], [0.3, 0.2, -0.2], [0.1, 0.3, 0.0], [0.1, -0.2, -0.3], [0.4, -0.1, -0.4], [0.2, -0.3, -0.3], [0.2, -0.6, 0.8], [1.2, 0.3, -0.6], [-0.3, -0.3, 0.6], [0.5, 0.4, -0.2], [-0.6, 0.3, 0.0], [1.0, -1.3, -0.7], [0.5, 0.0, 0.4], [-0.5, -0.3, -0.1], [-0.4, 0.1, 0.0], [-0.1, 0.3, 0.4], [-0.6, -0.5, 0.0], [0.0, 0.1, -0.4], [0.2, -0.2, -0.2], [0.1, -0.1, 0.5], [-0.5, 0.4, 0.1], [-0.3, 0.7, 0.1], [-0.3, 0.1, 0.1], [0.4, 0.0, 0.3], [-0.1, 1.4, -1.0], [-0.5, -0.9, 0.0], [1.1, 0.6, 0.4], [-0.8, 0.2, -2.4], [0.5, 0.6, 1.0], [-0.8, -0.1, 0.9], [0.5, 0.1, 0.4], [0.3, -0.3, -0.2], [-0.5, -0.3, 0.6], [-0.1, -0.2, 0.0], [-0.2, -0.1, 0.2], [0.1, -0.1, 0.0], [0.0, 0.0, 0.2], [-0.3, -0.5, 0.1], [0.0, 0.2, -0.2], [0.6, -0.6, 0.1], [0.1, 0.1, 0.0], [-0.7, -0.6, 1.0], [0.1, 0.4, -0.2], [0.5, -0.1, -0.3], [0.2, -0.5, -0.4], [-0.8, 0.1, 1.0], [-0.3, 0.0, -0.4], [0.3, 0.5, -0.2], [0.1, 0.2, 0.0], [0.5, 0.1, -0.6], [-0.1, -0.1, 0.2], [-0.2, -0.1, 0.3], [-0.1, 0.3, 0.0], [0.1, 0.0, -0.4], [0.1, 0.0, -0.1], [0.0, -0.3, -0.1], [0.2, 0.1, 0.1], [-0.1, -0.2, 0.2], [0.1, -0.6, 0.6], [0.1, 0.2, -0.1], [-1.1, 0.4, -0.1], [-0.3, 0.0, 1.3], [0.2, 1.1, -1.1], [-0.5, 0.1, -1.1], [-0.1, 0.2, -0.3], [0.1, 0.3, 0.0], [0.0, 0.0, -0.2], [0.4, -0.2, 0.2], [0.2, -0.2, -0.1], [0.0, -0.1, -0.3], [-0.1, -0.5, 0.2], [0.3, 0.0, 0.0], [0.0, -0.1, 0.1], [0.2, 0.1, 0.0], [0.2, -0.3, 0.2], [0.0, -0.3, -1.1], [-0.2, -0.5, 1.5], [0.1, -0.2, -0.5], [-0.2, -0.2, 0.6], [0.2, -0.1, 0.1], [-0.2, 0.2, -1.0], [0.4, 1.1, 0.3], [0.0, 0.1, 0.7], [-0.2, 0.5, 0.4], [0.4, 0.3, -0.2], [0.0, 0.1, -0.4], [0.0, 0.3, -0.2], [0.1, -0.3, 0.1], [0.0, 0.0, 0.0], [-0.3, -0.6, 0.0], [0.4, 0.4, 0.0], [-1.4, -1.2, 0.7], [0.3, 0.5, 0.0], [0.2, -0.3, -0.1], [-0.3, -0.4, 0.2], [0.3, 1.1, 0.1], [-0.4, -0.6, 0.4], [-0.1, -0.3, -0.2], [-0.1, 0.2, 0.3], [-0.1, 0.1, -0.3], [0.3, 0.0, -0.1], [0.4, 0.7, -0.5], [-0.2, 0.2, -0.2], [0.6, 0.1, -0.1], [0.1, -0.2, -0.1], [-0.1, -0.1, 0.1], [0.3, -0.5, -0.5], [-0.3, 0.0, 0.1], [0.1, 0.1, 0.3], [-0.1, 0.4, 0.1], [0.0, 0.0, 0.2], [0.0, -0.1, -1.1], [0.0, 0.0, 0.2], [0.2, -0.2, 0.4], [0.1, 0.3, 0.5], [0.7, -0.4, -0.2], [0.6, 1.1, -0.1], [-0.4, -0.5, 0.3], [-0.3, 0.1, 0.1], [-0.4, -0.5, -0.1], [-0.2, -0.3, 0.4], [0.4, 0.3, -0.8], [-0.2, 0.1, 0.1], [0.1, 0.0, 0.1], [-0.2, -0.2, 0.2]]}

{"formula": "C12H13N", "method": "ωB97M-V with the def2-TZVPD basis set", "orbital_gap_ev": 8.440, "de_lowest_kj_mol": 474.3, "smiles": "CCC(=C=N)c1ccccc1.C#C", "charge": 0, "multiplicity": 1, "homo_energy_ev": -7.6, "elements": ["C", "C", "C", "C", "N", "C", "C", "C", "C", "C", "C", "H", "H", "H", "H", "H", "H", "H", "H", "H", "H", "H", "C", "C", "H", "H"], "positions_angstrom": [[0.64503, -0.74106, -2.54403], [1.47883, -0.66638, -1.26715], [0.65525, -0.87209, -0.00819], [0.78321, -1.95626, 0.70668], [0.85115, -2.91107, 1.40490], [-0.51852, -0.03352, 0.14924], [-0.69769, 1.17379, -0.50258], [-1.92882, 1.78986, -0.43205], [-2.93501, 1.39199, 0.45698], [-2.68365, 0.26533, 1.24906], [-1.54503, -0.39288, 1.03647], [-0.34559, -0.21598, -2.21415], [1.06749, -0.10203, -3.37628], [0.45755, -1.81417, -2.97393], [2.37189, -1.34923, -1.19114], [2.01586, 0.31915, -1.13434], [1.26943, -3.18142, 2.20417], [0.14464, 1.63862, -1.10535], [-2.19985, 2.67156, -1.01416], [-3.80953, 1.96296, 0.60954], [-3.39621, 0.01785, 1.99649], [-1.28392, -1.26069, 1.72402], [3.00428, 0.92740, 1.42626], [1.84136, 1.18566, 1.66993], [4.03397, 0.85150, 1.29814], [0.72387, 1.30112, 1.83147]], "forces_ev_per_a": [[-1.4, 0.2, -0.7], [2.3, 0.1, 0.9], [-0.3, 0.1, -1.7], [0.5, 0.9, 0.5], [-2.1, -1.1, -2.8], [-0.9, 0.3, 0.9], [1.3, 0.6, -1.3], [-1.6, 1.2, 0.5], [1.6, -0.9, -0.2], [-1.4, 2.2, -0.7], [2.6, -3.2, 1.6], [1.5, -1.4, -1.3], [-0.3, -0.8, 0.9], [0.3, 2.0, 1.1], [-1.0, 0.2, -0.5], [-0.8, -0.6, -0.5], [1.9, -0.4, 3.0], [-1.3, -0.7, 0.7], [0.6, -0.1, 0.0], [-0.9, 0.5, -0.2], [-0.3, -0.5, 0.6], [-0.6, 0.9, -1.0], [-2.6, 1.0, 0.8], [-0.3, -0.3, 0.0], [1.0, -0.2, -0.2], [2.3, -0.1, -0.3]]}

{"formula": "C4H4NO", "method": "ωB97M-V with the def2-TZVPD basis set", "orbital_gap_ev": 8.124, "de_lowest_kj_mol": 457.4, "charge": 1, "multiplicity": 1, "homo_energy_ev": -15.7, "elements": ["C", "C", "C", "C", "N", "O", "H", "H", "H", "H"], "positions_angstrom": [[-0.29254, -0.65669, 1.21558], [-1.60611, 0.63425, -1.07325], [-0.34047, 0.82439, -0.94865], [0.63089, 0.03297, -0.23402], [-1.46544, -0.73084, 0.88728], [-2.21290, -0.16623, 0.03734], [-2.47473, 0.96695, -1.60171], [1.44732, 0.48586, 0.34519], [0.23813, -0.96194, 2.00763], [0.96164, -0.92985, -0.60354]], "forces_ev_per_a": [[-3.3, 1.9, -4.9], [0.6, 1.1, -0.3], [0.5, -3.1, 2.1], [0.2, 1.3, 0.2], [0.1, 0.2, 1.4], [0.0, -0.7, 0.4], [0.1, 0.2, -0.6], [-0.3, 0.4, -0.3], [2.1, -1.2, 2.7], [-0.1, 0.1, -0.8]]}

{"formula": "C27H38AuClN4O7S", "method": "ωB97M-V with the def2-TZVPD basis set", "orbital_gap_ev": [6.948, 4.508], "s2": 2.037, "charge": 0, "multiplicity": 3, "homo_energy_ev": [-7.4, -8.5], "elements": ["O", "C", "C", "C", "H", "C", "H", "C", "H", "C", "H", "C", "H", "H", "C", "C", "H", "H", "H", "C", "C", "H", "H", "H", "H", "Au", "Cl", "C", "O", "N", "C", "C", "H", "H", "H", "H", "H", "H", "H", "H", "H", "C", "C", "N", "H", "C", "O", "H", "H", "H", "H", "H", "H", "C", "C", "N", "H", "C", "O", "H", "H", "H", "H", "O", "S", "O", "N", "C", "O", "C", "C", "C", "C", "C", "C", "H", "H", "H", "H"], "positions_angstrom": [[1.32235, -1.05100, -3.14974], [0.26666, -0.47779, -3.48445], [-0.09492, 0.98903, -3.67299], [0.02121, 2.11347, -2.82217], [0.05393, 1.94158, -1.73097], [0.21939, 3.39493, -3.37108], [0.43892, 4.23085, -2.69536], [0.17305, 3.56978, -4.75907], [0.35539, 4.54100, -5.19284], [-0.11589, 2.49024, -5.60235], [-0.16750, 2.60252, -6.69043], [-0.31139, 1.22014, -5.05201], [-0.51266, 0.34289, -5.68675], [-0.76299, -1.02881, -3.91226], [-2.64878, -1.96656, -2.52800], [-2.44104, -0.54831, -1.93134], [-3.40465, -1.82229, -3.32314], [-3.02566, -2.59021, -1.71277], [-1.80422, -2.48357, -3.01037], [-2.97024, 0.54290, -2.50182], [-4.47979, 0.62635, -2.46259], [-2.50985, 1.41093, -2.99658], [-4.90483, 1.13294, -3.35533], [-4.79427, 1.15142, -1.52766], [-4.90118, -0.41582, -2.40000], [-2.50943, -0.13560, -0.07008], [-3.94024, 0.84367, 1.37063], [-1.29270, -0.22573, 3.08130], [-0.60981, -0.93971, 2.35413], [-1.35060, -0.27328, 4.43829], [-0.86364, -1.43262, 5.15899], [-2.02573, 0.75635, 5.21724], [-1.95550, 0.54831, 2.66635], [-0.37576, -2.10340, 4.44564], [-1.69503, -1.95167, 5.66207], [-0.14884, -1.12298, 5.93431], [-2.16525, 1.65933, 4.60340], [-1.41666, 1.01747, 6.09886], [-3.01061, 0.40438, 5.57546], [4.24483, 1.41319, -2.61686], [5.00012, 1.45101, -0.17806], [3.23669, 1.27696, -2.21216], [3.98694, 1.18561, 0.13508], [3.30130, 0.53765, -0.95991], [2.62473, 0.71786, -2.92445], [2.78976, -0.69700, -0.81018], [2.73599, -1.38439, 0.20794], [4.01416, 0.50627, 0.98927], [2.37356, -1.08889, -1.74918], [2.79839, 2.26262, -2.03869], [3.46366, 2.10843, 0.40226], [-0.15533, -6.42625, 0.33801], [2.12927, -5.96571, -1.04911], [-0.59459, -5.86483, -0.48966], [1.51067, -5.35843, -1.70328], [0.34273, -4.86799, -0.97752], [-1.51125, -5.37886, -0.16050], [0.13639, -3.53265, -0.69687], [-0.89331, -3.03730, -0.25157], [2.07743, -4.51276, -2.07388], [1.04708, -2.89119, -0.93263], [-0.79944, -6.57083, -1.29390], [1.17874, -5.98019, -2.52842], [-1.64424, 3.89254, 3.28480], [-0.32926, 4.04834, 2.69359], [0.27655, 5.35705, 2.74995], [-0.20388, 3.34575, 1.22750], [0.47843, 2.18438, 1.15079], [0.56699, 1.42925, 0.15657], [1.09527, 1.87511, 2.48529], [1.77772, 0.71474, 2.90053], [2.12732, 0.58848, 4.23429], [1.80150, 1.57243, 5.15861], [1.08940, 2.70773, 4.76284], [0.74119, 2.82540, 3.41931], [1.99689, -0.05171, 2.15331], [2.66897, -0.32493, 4.56305], [2.09161, 1.45783, 6.22110], [0.78579, 3.51415, 5.44826]], "forces_ev_per_a": [[-4.0, 1.9, -1.8], [-1.3, -1.7, -0.2], [1.2, 0.8, -0.6], [0.9, -0.5, 0.2], [0.1, 0.2, -0.8], [-0.5, -0.7, 0.1], [-0.3, -0.3, -0.4], [0.0, -0.4, 0.0], [0.0, 0.1, 0.0], [-0.3, -0.2, 0.3], [-0.1, 0.1, 0.5], [0.5, -0.3, 0.3], [0.2, 0.5, 0.1], [3.0, 0.3, 0.9], [-1.4, 0.8, 0.6], [2.4, -2.8, -2.9], [0.1, -0.5, 0.3], [0.1, -0.3, -0.4], [0.1, 0.6, 0.7], [-1.9, 1.6, -0.4], [-0.9, -0.7, -0.5], [0.4, -0.3, 1.0], [0.2, -0.2, 0.6], [0.2, -0.2, -0.7], [0.2, 1.0, 0.0], [0.8, 0.4, 0.8], [-0.8, 0.4, 1.0], [0.2, 0.2, 0.0], [-0.6, 0.1, 0.5], [0.1, -0.2, 0.0], [0.1, 0.0, 0.1], [-0.3, 0.0, -0.2], [0.3, 0.2, 0.2], [-0.1, 0.1, 0.2], [0.2, 0.1, -0.2], [0.0, -0.1, -0.2], [0.0, -0.3, 0.2], [-0.1, -0.1, -0.3], [0.3, 0.2, -0.1], [0.0, 0.0, 0.0], [0.0, 0.0, 0.1], [0.1, -0.4, 0.2], [-0.1, 0.0, -0.1], [0.3, 0.2, 0.4], [0.2, 0.2, 0.1], [-0.5, -1.0, -0.4], [0.5, 0.8, 0.1], [0.0, 0.1, -0.1], [0.5, 0.3, 0.6], [0.0, 0.0, 0.0], [0.0, 0.0, 0.1], [0.0, 0.0, 0.1], [0.2, -0.1, 0.1], [0.2, 0.1, -0.2], [-0.6, 0.4, 0.7], [-0.3, 0.8, 0.3], [0.1, 0.0, 0.0], [0.5, 0.4, -0.4], [0.8, -0.8, -0.2], [0.1, 0.1, -0.1], [-0.9, -0.7, 0.1], [-0.2, -0.1, 0.0], [0.0, 0.0, -0.3], [0.9, 0.0, -1.4], [0.6, -0.3, 3.1], [-0.4, -0.9, -0.9], [-1.8, 1.7, -2.5], [1.6, -3.0, 0.2], [-0.5, 2.0, 1.7], [0.0, -0.7, 0.3], [-0.1, 0.4, -0.9], [0.5, -0.9, -0.1], [-0.2, 0.7, 0.8], [-0.1, 0.4, 0.0], [0.1, 0.1, 0.8], [0.0, 0.1, 0.3], [-0.5, 0.8, -0.3], [-0.2, 0.1, -0.8], [0.3, -0.6, -0.2]]}

Q: Look up the multiplicity of the third one.
A: 1

Q: Look up the multiplicity of the first one.
A: 1

Q: Among the records above, which one has the highest multiplicity?
A: C27H38AuClN4O7S